No. 1
This record from OMol25 describes a structure of composition C54H47F3N8NaO3P2SSe2. The level of theory is wB97M-V/def2-TZVPD.

Element x y z (Å)
Na 0.50 -0.12 0.17
Se -1.60 6.97 -1.41
P -2.64 5.14 -1.68
C -3.13 4.92 -3.42
C -2.12 4.91 -4.39
C -2.45 4.77 -5.72
C -3.78 4.63 -6.10
C -4.78 4.64 -5.14
C -4.45 4.79 -3.80
C -4.20 5.06 -0.74
C -4.68 3.85 -0.26
C -5.87 3.81 0.44
C -6.60 4.98 0.65
C -6.13 6.19 0.15
C -4.92 6.23 -0.53
C -1.80 3.61 -1.30
C -1.05 3.10 -0.23
N -0.85 1.79 -0.49
N -1.43 1.52 -1.65
N -2.01 2.59 -2.16
P -0.44 3.71 1.34
Se 0.61 2.23 2.44
C -1.89 4.33 2.25
C -2.48 3.52 3.20
C -3.63 3.93 3.85
C -4.19 5.17 3.56
C -3.60 5.99 2.62
C -2.45 5.57 1.95
C 0.59 5.15 0.97
C 1.33 5.16 -0.21
C 2.19 6.21 -0.48
C 2.32 7.26 0.43
C 1.59 7.24 1.62
C 0.74 6.18 1.89
H -1.09 5.02 -4.09
H -1.67 4.75 -6.47
H -4.04 4.52 -7.15
H -5.82 4.54 -5.43
H -5.24 4.78 -3.05
H -4.11 2.94 -0.42
H -6.24 2.87 0.83
H -7.53 4.94 1.20
H -6.69 7.10 0.31
H -4.52 7.17 -0.90
H -2.02 2.57 3.44
H -4.09 3.29 4.60
H -5.09 5.49 4.07
H -4.03 6.95 2.38
H -2.00 6.22 1.20
H 1.22 4.36 -0.93
H 2.76 6.23 -1.40
H 2.98 8.09 0.21
H 1.69 8.05 2.33
H 0.18 6.16 2.82
F -5.72 -0.18 -2.53
C -4.74 -1.09 -2.75
C -3.65 -1.10 -1.93
C -2.65 -2.05 -2.10
C -1.47 -2.01 -1.20
O -1.48 -1.22 -0.26
C -0.42 -2.95 -1.53
C -0.63 -3.83 -2.54
N -1.73 -3.88 -3.34
C -1.82 -4.87 -4.38
C -0.61 -5.18 -5.19
C -1.75 -4.43 -5.81
C -2.76 -2.98 -3.14
C -3.89 -2.95 -3.97
C -4.89 -2.01 -3.79
N -5.98 -2.01 -4.68
C -6.61 -0.75 -5.06
C -7.49 -0.98 -6.30
N -7.13 -2.26 -6.95
C -7.39 -3.43 -6.07
C -6.91 -3.13 -4.65
C 0.96 -3.03 -0.85
O 1.62 -4.05 -1.08
O 1.30 -2.03 -0.16
H -3.53 -0.36 -1.14
H 0.14 -4.56 -2.73
H -2.49 -5.69 -4.15
H -0.45 -6.21 -5.48
H 0.29 -4.63 -4.97
H -2.38 -4.93 -6.54
H -1.61 -3.37 -5.98
H -3.98 -3.63 -4.80
H -5.82 -0.04 -5.28
H -7.23 -0.32 -4.27
H -7.37 -0.19 -7.04
H -8.54 -1.05 -6.04
H -6.14 -2.25 -7.25
H -7.67 -2.37 -7.89
H -6.88 -4.28 -6.52
H -8.47 -3.61 -6.11
H -6.39 -4.00 -4.24
H -7.76 -2.92 -3.99
S -2.56 -4.48 4.74
C -1.65 -3.22 3.86
C -0.44 -3.50 3.26
C 0.22 -2.49 2.57
N -0.28 -1.26 2.46
C -1.45 -1.00 3.02
C -2.18 -1.94 3.74
C -1.46 -4.70 6.12
C -0.79 -5.90 6.31
C 0.04 -6.04 7.41
N 0.25 -5.07 8.30
C -0.39 -3.92 8.11
C -1.25 -3.69 7.05
H -0.01 -4.50 3.31
H 1.15 -2.68 2.06
H -1.82 0.02 2.90
H -3.13 -1.68 4.18
H -0.92 -6.72 5.61
H 0.57 -6.97 7.58
H -0.21 -3.14 8.84
H -1.75 -2.73 6.94
F 2.74 2.13 -1.07
C 3.14 1.29 -0.13
F 4.31 0.74 -0.45
H 3.07 1.68 0.89

Calculated values
gap between HOMO and LUMO (spin up / spin down) = 7.7106 / 4.0091 eV
E_tot = -9095.4157 Eh
E_LUMO (spin up / spin down) = 1.89 / 1.93 eV
net charge = -1
molecular weight = 1187.94 g/mol
ΔE to the lowest compared entry with this formula, charge and spin = 0.000 eV
maximum force = 0.74 eV/A

Löwdin atomic charge list, values in e, 2 entries: 0.23 0.31

***

No. 2
This record from OMol25 describes a structure of composition C54H47GaN2PSSb2 in a non-equilibrium geometry. The level of theory is wB97M-V/def2-TZVPD.

Element x y z (Å)
Ga 15.03 13.04 11.35
S 19.51 12.31 10.65
C 19.30 13.94 10.35
C 17.98 14.30 10.42
C 17.06 13.27 10.83
C 17.81 12.11 10.92
C 17.15 10.82 11.38
C 17.79 9.57 11.54
C 17.02 8.50 12.00
C 15.67 8.70 12.25
C 15.10 9.95 11.94
N 15.83 10.97 11.53
H 20.17 14.59 10.30
H 17.68 15.33 10.26
H 18.86 9.55 11.38
H 17.50 7.55 12.24
H 14.99 7.93 12.58
H 14.05 10.15 12.04
C 10.15 12.77 10.78
C 9.65 13.80 11.81
C 10.78 14.34 12.68
Sb 11.59 16.12 11.70
C 10.22 17.66 11.95
C 9.90 18.55 10.89
C 9.09 19.63 11.12
C 8.41 19.76 12.35
C 8.70 18.86 13.36
C 9.61 17.80 13.16
C 11.49 15.65 9.62
C 10.28 15.68 8.89
C 10.27 15.23 7.57
C 11.47 14.69 7.03
C 12.61 14.71 7.74
C 12.64 15.15 9.04
Sb 8.71 12.11 9.17
C 10.25 10.98 8.15
C 11.46 10.64 8.79
C 12.43 9.94 8.15
C 12.25 9.62 6.81
C 11.15 10.09 6.08
C 10.15 10.74 6.80
C 7.73 10.45 10.17
C 8.24 9.15 9.96
C 7.63 8.09 10.61
C 6.58 8.33 11.51
C 6.11 9.59 11.68
C 6.64 10.66 10.99
H 10.49 11.86 11.31
H 11.05 13.12 10.21
H 8.92 13.30 12.47
H 9.06 14.58 11.38
H 11.64 13.68 12.90
H 10.41 14.75 13.63
H 10.31 18.50 9.90
H 8.94 20.36 10.37
H 7.72 20.56 12.54
H 8.20 18.97 14.31
H 9.78 17.17 13.98
H 9.37 16.05 9.31
H 9.34 15.24 6.99
H 11.50 14.30 6.03
H 13.48 14.20 7.32
H 13.57 15.09 9.63
H 11.56 10.82 9.84
H 13.25 9.54 8.72
H 13.00 8.97 6.36
H 10.99 9.89 5.00
H 9.28 11.08 6.25
H 9.10 9.04 9.32
H 8.00 7.11 10.43
H 6.12 7.51 12.04
H 5.28 9.75 12.37
H 6.27 11.68 11.13
N 13.35 16.50 12.36
P 14.16 17.80 12.02
C 14.26 18.37 10.27
C 15.25 17.91 9.42
C 15.31 18.35 8.10
C 14.33 19.17 7.54
C 13.37 19.66 8.42
C 13.36 19.30 9.77
C 13.57 19.26 12.89
C 13.02 19.11 14.16
C 12.81 20.17 15.04
C 13.10 21.46 14.59
C 13.69 21.67 13.33
C 13.95 20.58 12.51
C 15.85 17.66 12.56
C 16.81 18.71 12.44
C 18.10 18.52 12.86
C 18.46 17.30 13.43
C 17.56 16.34 13.65
C 16.21 16.50 13.22
H 16.08 17.29 9.79
H 16.07 17.92 7.50
H 14.32 19.49 6.53
H 12.64 20.39 8.09
H 12.58 19.70 10.37
H 12.77 18.12 14.54
H 12.24 20.01 15.93
H 12.81 22.37 15.15
H 13.95 22.66 13.01
H 14.41 20.73 11.56
H 16.52 19.60 11.93
H 18.76 19.32 12.70
H 19.54 17.17 13.64
H 17.82 15.38 14.10
H 15.48 15.73 13.33

Calculated values
gap between HOMO and LUMO = 7.2319 eV
E_tot = -5339.9604 Eh
E_LUMO = -2.16 eV
net charge = +1
molecular weight = 1100.27 g/mol
ΔE to the lowest compared entry with this formula, charge and spin = 0.000 eV
maximum force = 2.60 eV/A

Löwdin atomic charge list, values in e, 2 entries: 0.65 1.03

***

No. 3
This record from OMol25 describes a structure of composition C54H48N6O3PS3Ti in a non-equilibrium geometry. The level of theory is wB97M-V/def2-TZVPD.

Element x y z (Å)
Ti 0.58 0.35 -0.37
O 7.24 4.17 -3.09
C 6.74 3.64 -1.96
O 7.36 3.68 -0.94
C 5.38 3.02 -2.03
C 4.79 2.52 -3.19
C 3.52 1.96 -3.15
C 2.80 1.89 -1.96
C 3.40 2.38 -0.79
C 4.67 2.92 -0.83
N 1.51 1.35 -1.89
C 0.65 1.57 -2.88
C -0.68 1.17 -2.73
C -1.69 1.42 -3.69
C -2.97 1.02 -3.45
C -3.28 0.38 -2.23
C -2.28 0.17 -1.32
N -0.99 0.53 -1.54
H 6.62 4.14 -3.83
H 5.33 2.52 -4.13
H 3.09 1.56 -4.06
H 2.86 2.35 0.14
H 5.15 3.30 0.07
H 0.94 2.15 -3.76
H -1.42 1.93 -4.61
H -3.75 1.20 -4.18
H -4.28 0.06 -2.01
H -2.49 -0.30 -0.36
O 3.01 -0.23 0.23
N 2.30 -1.08 -0.61
C 2.97 -2.05 -1.08
C 2.47 -3.12 -1.93
C 3.44 -3.99 -2.45
C 3.09 -5.05 -3.26
C 1.75 -5.27 -3.56
C 0.79 -4.44 -3.03
C 1.12 -3.36 -2.22
P -0.23 -2.37 -1.43
C -0.90 -3.68 -0.32
C -0.18 -4.83 0.03
C -0.73 -5.76 0.90
C -2.00 -5.57 1.42
C -2.71 -4.42 1.10
C -2.16 -3.47 0.25
C -1.41 -2.45 -2.84
C -1.03 -1.74 -3.97
C -1.84 -1.72 -5.10
C -3.03 -2.44 -5.11
C -3.39 -3.18 -4.00
C -2.59 -3.19 -2.87
H 3.91 -0.57 0.37
H 4.03 -2.12 -0.83
H 4.49 -3.83 -2.22
H 3.86 -5.71 -3.66
H 1.47 -6.10 -4.19
H -0.26 -4.65 -3.23
H 0.81 -4.99 -0.35
H -0.16 -6.64 1.16
H -2.44 -6.31 2.07
H -3.70 -4.27 1.51
H -2.71 -2.56 0.04
H -0.09 -1.20 -3.97
H -1.54 -1.16 -5.97
H -3.65 -2.44 -5.99
H -4.30 -3.77 -4.02
H -2.89 -3.80 -2.02
C -5.40 -0.63 2.62
C -4.07 -1.28 2.99
S -2.56 -0.50 2.33
C -2.46 1.07 3.24
C -3.41 2.18 2.78
S -3.42 2.36 0.96
C -5.18 2.59 0.55
C -6.17 1.51 0.97
S -5.57 -0.21 0.85
H -5.54 0.29 3.18
H -6.21 -1.31 2.88
H -4.01 -2.29 2.59
H -3.98 -1.33 4.07
H -1.42 1.37 3.08
H -2.62 0.86 4.30
H -3.08 3.13 3.20
H -4.43 1.99 3.10
H -5.14 2.66 -0.54
H -5.50 3.55 0.94
H -7.04 1.57 0.32
H -6.50 1.65 2.00
N 4.98 4.84 7.46
C 4.39 4.33 6.63
C 3.64 3.68 5.60
C 2.76 2.65 5.92
C 2.03 2.03 4.93
C 2.16 2.41 3.59
C 3.04 3.46 3.28
C 3.78 4.08 4.27
C 1.40 1.76 2.51
C 1.33 0.36 2.43
C 1.91 -0.58 3.30
C 1.41 -1.82 2.94
C 0.57 -1.60 1.84
N 0.53 -0.30 1.50
C 0.71 2.59 1.61
C 0.40 3.96 1.76
C -0.31 4.33 0.63
C -0.41 3.19 -0.17
N 0.18 2.13 0.40
H 2.66 2.34 6.95
H 1.32 1.25 5.19
H 3.15 3.77 2.25
H 4.47 4.87 4.01
H 2.64 -0.37 4.07
H 1.61 -2.77 3.40
H -0.03 -2.33 1.33
H 0.65 4.58 2.60
H -0.72 5.30 0.42
H -0.90 3.12 -1.13

Calculated values
gap between HOMO and LUMO (spin up / spin down) = 4.9150 / 4.9512 eV
E_tot = -5026.0138 Eh
E_LUMO (spin up / spin down) = -3.67 / -3.66 eV
net charge = +1
molecular weight = 1004.06 g/mol
ΔE to the lowest compared entry with this formula, charge and spin = 0.000 eV
maximum force = 2.31 eV/A

Löwdin atomic charge list, values in e, 2 entries: 0.97 0.13

***

No. 4
This record from OMol25 describes a structure of composition C54H50Cl2N6O6PS3Tc in a non-equilibrium geometry. The level of theory is wB97M-V/def2-TZVPD.

Element x y z (Å)
Tc -0.51 0.19 -0.30
C -0.60 2.98 -1.43
N -0.52 2.44 -0.06
C 0.61 3.07 0.63
C 0.97 2.52 1.99
C 2.26 2.68 2.47
C 2.55 2.25 3.76
C 1.56 1.65 4.52
C 0.30 1.56 3.95
N 0.01 1.99 2.74
C -1.78 2.69 0.63
C -2.88 1.86 0.04
C -4.21 2.21 0.17
C -5.19 1.41 -0.38
C -4.80 0.28 -1.08
C -3.45 -0.01 -1.19
N -2.51 0.75 -0.63
C 0.23 2.17 -2.39
C 0.88 2.74 -3.48
C 1.61 1.94 -4.33
C 1.69 0.58 -4.05
C 1.01 0.09 -2.95
N 0.28 0.85 -2.14
H -1.64 2.93 -1.77
H -0.30 4.04 -1.46
H 1.49 2.97 -0.02
H 0.40 4.14 0.75
H 3.04 3.12 1.87
H 3.54 2.41 4.17
H 1.75 1.28 5.51
H -0.52 1.14 4.51
H -1.61 2.39 1.68
H -2.06 3.75 0.60
H -4.47 3.10 0.72
H -6.24 1.66 -0.28
H -5.53 -0.38 -1.53
H -3.11 -0.87 -1.73
H 0.80 3.80 -3.65
H 2.11 2.36 -5.19
H 2.28 -0.09 -4.65
H 1.05 -0.97 -2.72
Cl 1.59 -1.97 3.16
C 1.39 -1.88 4.89
C 2.49 -2.05 5.72
C 2.33 -1.96 7.09
C 1.09 -1.66 7.63
C 0.00 -1.47 6.80
Cl -1.49 -0.94 7.50
C 0.11 -1.64 5.40
N -0.95 -1.49 4.54
C -2.24 -1.96 4.76
C -2.50 -3.00 5.66
C -3.79 -3.43 5.87
C -4.84 -2.86 5.17
C -4.59 -1.86 4.25
C -3.31 -1.38 4.05
C -3.06 -0.22 3.13
C -2.40 -0.67 1.81
O -3.00 -1.40 1.03
O -1.24 -0.17 1.61
H 3.45 -2.26 5.29
H 3.17 -2.10 7.75
H 0.96 -1.56 8.69
H -0.71 -1.21 3.60
H -1.67 -3.46 6.17
H -3.98 -4.21 6.59
H -5.85 -3.20 5.34
H -5.41 -1.43 3.68
H -2.41 0.52 3.59
H -4.01 0.24 2.87
S 1.76 -3.30 -2.66
P 0.42 -3.62 -1.23
S -0.94 -2.06 -0.86
C -0.74 -4.90 -1.85
C -2.08 -4.96 -1.47
C -2.87 -6.00 -1.93
C -2.34 -6.97 -2.75
C -1.01 -6.93 -3.12
C -0.21 -5.90 -2.66
C 1.04 -4.48 0.26
C 0.22 -4.64 1.37
C 0.69 -5.35 2.46
C 1.97 -5.88 2.44
C 2.79 -5.71 1.33
C 2.32 -5.01 0.24
H -2.50 -4.20 -0.83
H -3.91 -6.04 -1.63
H -2.98 -7.76 -3.12
H -0.59 -7.69 -3.76
H 0.84 -5.85 -2.94
H -0.78 -4.22 1.37
H 0.06 -5.48 3.33
H 2.34 -6.43 3.30
H 3.79 -6.12 1.32
H 2.95 -4.85 -0.63
C 7.18 -2.53 4.35
C 6.92 -1.38 3.42
C 7.87 -1.01 2.47
C 7.61 0.04 1.60
C 6.40 0.71 1.68
C 5.46 0.37 2.63
C 5.73 -0.67 3.50
S 6.03 1.95 0.45
O 4.98 2.81 0.93
O 7.24 2.53 -0.03
N 5.37 1.10 -0.82
C 4.00 0.67 -0.73
C 3.76 -0.67 -0.03
C 2.27 -0.96 0.03
O 1.87 -2.12 -0.08
O 1.50 0.04 0.17
H 8.15 -2.97 4.17
H 6.42 -3.30 4.22
H 7.13 -2.19 5.38
H 8.81 -1.53 2.41
H 8.32 0.35 0.85
H 4.54 0.93 2.68
H 4.99 -0.94 4.25
H 6.01 0.48 -1.29
H 3.59 0.62 -1.75
H 3.50 1.46 -0.18
H 4.15 -0.66 0.99
H 4.23 -1.50 -0.55

Calculated values
gap between HOMO and LUMO (spin up / spin down) = 6.4485 / 4.8942 eV
spin multiplicity = 4
E_tot = -5404.7891 Eh
E_LUMO (spin up / spin down) = -3.13 / -4.68 eV
net charge = +1
molecular weight = 1175.11 g/mol
⟨S²⟩ = 3.781
maximum force = 3.33 eV/A

Löwdin atomic charge list, values in e, 2 entries: 1.55 -0.11